# 1
Here is a single C6H8O2 molecule in a non-equilibrium geometry from the Open Molecules 2025 dataset. Energies are from the ωB97M-V functional and the def2-TZVPD basis.

```
16
Properties=species:S:1:pos:R:3:forces:R:3:mulliken_charge:R:1
H 1.507 0.063 1.622 -0.37 -1.23 0.14 0.33
C -1.650 -0.736 -0.494 1.85 6.04 2.84 -0.11
C 0.289 1.028 -0.435 -0.52 0.03 -4.03 -0.13
H 2.671 0.290 -0.233 -0.76 0.54 -0.40 0.27
H -2.773 0.929 0.267 0.83 -0.04 0.31 0.35
H -2.487 -1.312 -0.680 -1.50 -1.09 -0.31 0.48
C -1.747 0.539 0.159 -1.46 -1.92 -2.13 -0.55
C 1.713 0.409 -0.785 1.01 0.18 -0.57 -0.84
H -0.293 -0.345 1.832 2.81 -1.06 -1.52 0.23
H -0.064 1.250 -1.510 0.64 -0.79 1.33 0.24
C 0.752 -0.671 1.237 -2.06 -1.73 4.11 -1.01
O -0.740 1.547 0.303 -1.11 -0.16 2.15 -0.38
H 1.789 0.549 -1.902 0.18 -0.35 1.54 0.27
O -0.460 -1.241 -0.800 2.34 -0.72 -0.35 -0.45
C 0.580 -0.355 -0.193 -1.80 -1.93 -1.53 1.03
H 0.913 -1.943 1.612 -0.09 4.21 -1.59 0.26
```
Positions in Å, forces in eV/Å.

## Properties
SMILES   C[C@]12C[C@@H]1OC=CO2
Max |F|   6.93 eV/A
Frontier orbital gap   8.904 eV

# 2
Here is C50H41BrIN6O2SSiTa as an isolated structure from the Open Molecules 2025 dataset. Energies are from the ωB97M-V functional and the def2-TZVPD basis.

```
104
Properties=species:S:1:pos:R:3:forces:R:3:mulliken_charge:R:1
H 1.533 -6.033 -4.521 0.00 0.00 0.00 0.42
H -1.226 -1.224 5.191 0.00 0.00 0.00 0.52
H 1.560 -1.979 -3.110 0.00 0.00 -0.01 0.42
C -6.291 0.871 -3.440 0.01 0.02 -0.01 -0.82
C -3.946 0.929 -2.826 0.07 -0.01 0.03 0.16
C -3.790 -2.987 0.431 -0.01 0.03 0.01 -0.36
H 1.737 -3.612 -4.980 0.00 0.00 0.00 0.41
Si -2.387 1.900 -2.439 -0.03 0.03 -0.03 0.34
C -2.181 -1.249 1.047 0.05 -0.03 -0.09 -0.23
C -1.007 -0.931 1.093 -0.17 0.23 -0.05 -0.24
H -5.178 -2.239 -2.695 -0.01 -0.01 0.00 0.46
H 1.600 1.886 5.950 0.00 0.00 0.00 0.48
C -6.314 -0.506 -3.257 0.01 -0.02 0.00 -0.60
O 0.833 -2.893 0.635 -0.01 0.27 0.19 -0.71
C -1.953 3.045 -3.867 -0.05 -0.03 0.04 0.50
H 0.659 2.394 -0.021 -0.01 0.01 0.02 0.27
C -2.142 3.718 -6.190 0.00 -0.01 -0.01 -0.65
H -2.587 3.578 -7.167 0.00 0.00 0.00 0.41
Br 1.085 -7.605 -2.074 0.00 0.01 0.00 -0.19
C 1.243 -5.749 -2.417 0.00 -0.01 0.00 -0.15
I 6.122 1.605 -2.189 -0.06 0.00 0.06 0.12
H -5.279 -4.430 -0.099 0.00 0.00 0.00 0.41
C 0.461 0.460 3.960 -0.11 0.05 -0.02 0.60
C -3.537 -1.690 0.888 -0.02 -0.01 0.01 0.23
C -5.093 -3.422 0.250 0.00 -0.01 -0.01 -0.69
C -3.061 4.273 -0.932 0.01 -0.01 -0.02 -0.55
H -0.828 0.101 -3.061 0.01 0.00 0.00 0.64
C 0.204 0.354 5.412 -0.02 0.01 -0.01 -0.28
H -3.107 -0.989 -2.320 -0.01 0.00 0.00 0.23
C 3.514 0.602 -0.825 -0.08 0.06 -0.10 -0.57
N 2.896 -3.394 4.006 0.05 -0.03 0.05 -0.50
C 1.480 -3.042 -2.928 0.00 0.00 0.01 -0.40
H 2.317 -3.820 4.713 -0.01 0.00 -0.01 0.24
H -6.739 -0.610 1.165 0.00 0.00 0.00 0.44
C -1.211 4.725 -5.988 -0.01 0.00 0.00 -0.45
H -2.954 -3.644 0.228 0.00 0.00 0.00 0.58
C -5.165 -1.168 -2.855 -0.03 0.00 0.01 -0.50
C -0.722 -0.571 5.892 0.01 0.00 0.02 -0.10
H -1.214 0.002 -1.340 0.06 0.02 0.04 -0.28
H 3.237 -0.140 -1.554 -0.01 0.00 0.01 0.61
C -4.613 -0.843 1.159 0.01 -0.02 -0.02 -0.08
H -1.710 -1.377 7.610 0.00 0.00 0.00 0.39
C 1.575 -3.955 -3.967 -0.01 0.01 0.00 -0.88
C 0.077 3.770 1.480 -0.01 -0.04 -0.02 -0.67
H -7.189 1.392 -3.749 0.00 0.00 0.00 0.41
C 2.356 -2.291 3.405 -0.06 0.11 -0.12 0.51
H -7.174 -2.907 0.359 0.00 0.00 0.00 0.42
C -2.507 2.886 -5.139 0.00 -0.01 0.01 -0.43
C -0.989 0.693 -2.156 -0.01 -0.01 -0.06 -0.78
C -3.435 4.946 0.225 0.00 0.01 0.02 -0.79
C 0.596 1.097 7.675 0.00 0.00 0.01 -0.75
C -0.168 2.869 3.691 -0.04 0.12 -0.03 -0.70
N 0.615 1.453 1.852 -0.02 -0.11 0.01 1.57
H 1.117 1.745 8.368 0.00 0.00 0.00 0.38
C 0.281 1.599 3.209 -0.01 -0.17 0.07 0.02
C -3.169 2.922 1.489 0.00 0.00 0.00 -0.39
Ta 1.074 -0.464 1.210 0.39 -0.41 -0.10 0.85
C 1.265 -3.496 -1.633 -0.06 0.04 -0.02 0.54
H -5.118 2.655 -3.357 0.00 0.00 -0.01 0.44
H -0.539 0.109 9.204 0.00 0.00 0.00 0.39
C -3.496 4.270 1.435 0.00 0.01 -0.01 -0.92
O 1.377 -1.282 -0.734 0.06 0.05 -0.04 -0.56
H -3.194 2.391 2.434 0.01 0.00 0.00 0.56
H -4.426 0.160 1.517 0.02 0.02 -0.01 0.41
N 1.316 -1.730 3.925 0.06 0.00 0.18 -1.47
C -6.157 -2.568 0.510 0.00 0.00 -0.01 -0.42
C -0.331 0.179 8.144 0.01 0.00 0.01 -0.39
N 3.357 1.761 0.961 -0.03 0.03 0.01 -0.03
C -2.728 2.918 -0.898 -0.02 0.02 -0.07 0.41
H 5.096 2.950 0.812 0.01 0.00 0.00 0.46
H -3.794 4.793 2.336 0.00 0.00 0.00 0.43
H -0.042 4.583 0.778 0.01 0.00 0.00 0.46
C -1.012 4.063 -3.688 0.02 -0.01 0.02 -0.32
H 0.965 -5.187 -0.355 0.00 0.00 0.00 0.61
H -0.048 1.204 -1.933 -0.02 0.03 0.01 0.23
C -0.249 3.935 2.866 0.01 -0.07 0.06 -1.31
H -3.689 5.998 0.178 0.00 0.00 0.00 0.43
C 0.864 1.180 6.316 -0.01 0.00 -0.01 -0.18
H 0.090 5.678 -4.571 -0.01 0.01 0.00 0.42
C 4.481 2.183 0.376 0.00 -0.04 -0.04 -0.11
C -0.987 -0.657 7.248 -0.01 -0.01 -0.01 -0.74
C 1.140 -4.855 -1.369 0.01 0.00 0.01 -0.34
H 2.935 2.045 1.833 -0.01 0.02 -0.01 -0.10
C 1.459 -5.314 -3.716 0.01 -0.01 0.00 -0.33
N 2.747 0.808 0.243 -0.19 -0.12 0.14 0.29
C 4.614 1.458 -0.793 0.11 0.02 -0.01 -0.80
H -0.931 5.378 -6.805 0.01 -0.01 0.00 0.38
C -5.913 -1.280 0.964 -0.01 0.01 -0.01 -0.69
H -2.507 1.214 0.397 -0.01 -0.02 0.02 0.06
H -3.038 4.811 -1.873 0.01 0.01 0.00 0.45
H -0.563 4.212 -2.711 0.00 0.01 0.00 0.33
H -0.587 4.895 3.231 -0.01 0.00 0.01 0.43
C -2.782 2.261 0.334 0.01 -0.04 0.01 0.23
C 1.142 -2.536 -0.506 -0.09 -0.07 -0.03 0.40
S 3.158 -1.657 1.989 0.06 -0.01 0.00 -0.59
N 0.934 -0.598 3.232 0.14 0.01 -0.06 1.38
H -3.234 2.101 -5.312 -0.02 0.01 0.00 0.37
C -3.993 -0.454 -2.643 0.02 0.01 -0.01 -0.23
C -0.642 4.896 -4.733 0.02 0.00 0.00 -0.68
H -0.434 2.941 4.737 -0.01 0.01 0.00 0.60
C 0.457 2.559 1.031 0.04 0.11 -0.09 -0.40
C -5.118 1.578 -3.223 -0.01 -0.01 0.02 -0.05
H -7.230 -1.060 -3.424 0.00 0.00 0.01 0.39
H 3.399 -4.027 3.410 -0.01 -0.01 0.00 0.25
```
Positions in Å, forces in eV/Å.

## Properties
Max |F|   0.58 eV/A
Frontier orbital gap   5.927 eV

The highest frontier orbital gap belongs to which entry? C6H8O2

Which formula does entry 1 have? C6H8O2

Among the records above, which one has the lowest max |F|? C50H41BrIN6O2SSiTa

Among the records above, which one has the lowest frontier orbital gap? C50H41BrIN6O2SSiTa